[1]
A gas-phase ion, C7H9N2O (charge +1), computed with ωB97M-V with the def2-TZVPD basis set.

Its expectation value of S² is 2.031. The calculation puts the gap between HOMO and LUMO (spin up / spin down) at 8.03 / 6.92 eV. The spin multiplicity is 3. As for the charge: +1.

XYZ file:
```
19
Properties=species:S:1:pos:R:3:forces:R:3:nbo_charge:R:1
C 2.09398 -1.04080 1.05624 1.2 -1.0 2.1 -0.2210
C 1.69874 -0.06239 0.30321 -3.8 2.9 -4.2 -0.1915
C 1.07710 -1.83944 1.58246 1.3 -1.2 4.0 -0.0387
C -0.55812 -1.32674 0.02869 -1.5 -0.4 0.3 0.5001
C -0.42320 1.22102 -0.47391 -1.8 1.2 -0.7 -0.0077
C 0.20292 -0.06554 -0.25776 2.8 -0.8 1.3 0.0187
C -1.89870 1.52304 -0.30000 1.3 -1.8 0.8 -0.6442
N -0.11426 -2.00692 1.09358 0.3 -0.4 -0.9 -0.1318
N -0.13313 0.39419 -1.66206 1.7 0.1 0.1 -0.5400
O -1.47345 -1.74210 -0.67139 -0.1 0.8 -0.3 -0.4263
H 3.03815 -1.05979 1.60450 -0.2 0.0 -0.5 0.2702
H 2.09814 0.91362 0.07522 1.0 -0.3 0.1 0.2346
H 1.28096 -2.08529 2.66524 -0.6 -0.4 -1.2 0.2722
H 0.20620 2.07087 -0.38498 0.7 0.6 0.2 0.2417
H -2.45794 0.59917 -0.25919 -0.4 -0.3 -0.9 0.2398
H -2.30862 2.28339 -0.90971 -0.2 0.6 -0.7 0.2568
H -1.94263 1.74861 0.72150 -0.4 1.2 1.6 0.2494
H -1.00214 -0.05244 -1.85242 -0.6 -0.9 -1.5 0.4566
H 0.61598 0.52755 -2.35922 -0.7 0.0 0.4 0.4610
```
Forces are in eV/Å.



[2]
C3H5N3 in the gas phase, computed with ωB97M-V with the def2-TZVPD basis set.

The calculation puts the gap between HOMO and LUMO at 8.37 eV. As for the charge: 0.

XYZ file:
```
11
Properties=species:S:1:pos:R:3:forces:R:3:nbo_charge:R:1
N 0.91800 1.51573 -0.87595 0.0 0.3 -0.5 -0.5725
C 0.20625 0.35331 -0.18869 0.1 0.1 0.1 0.3969
N -0.76562 -0.31631 -0.69361 0.2 0.2 0.1 -0.4629
N -1.23164 -1.33476 0.15110 0.1 -0.1 0.3 -0.3779
C -0.79975 -1.59469 1.35131 -0.3 -0.1 -0.4 -0.1964
C 1.17577 0.94633 0.47278 -0.1 -0.2 0.1 -0.2905
H 1.48418 1.27971 -1.69038 -0.1 0.0 0.2 0.3841
H 0.41444 2.39542 -0.97273 0.1 -0.2 0.1 0.3868
H -1.97550 -1.82166 -0.34446 0.1 0.0 0.2 0.3735
H -1.42124 -2.44870 1.69124 0.2 0.2 0.0 0.1113
H 2.00573 1.03055 1.14628 -0.2 -0.1 -0.1 0.2476
```
Forces are in eV/Å.



[3]
C5H6N2O2 in the gas phase, computed with ωB97M-V with the def2-TZVPD basis set.

The calculation puts the gap between HOMO and LUMO at 10.03 eV. Its structure (SMILES) is CC(=O)Nc1ncco1. As for the charge: 0.

XYZ file:
```
15
Properties=species:S:1:pos:R:3:forces:R:3:nbo_charge:R:1
C 1.85474 1.32568 0.47477 -3.6 -11.2 9.3 -0.6222
C 1.95814 -0.14838 -0.00129 -2.3 4.3 2.0 0.7034
C -0.54946 -0.27132 -0.12148 0.9 1.4 0.8 0.5929
C -2.30656 0.89996 -0.33330 1.9 -5.5 2.7 -0.1068
C -2.63004 -0.32448 0.27778 1.7 3.4 -2.5 0.0754
H 1.46241 1.54519 1.59142 0.6 -1.3 -2.2 0.2028
H 2.69654 1.60095 0.50740 11.9 4.2 0.2 0.1948
H 1.32292 1.84348 0.00555 -8.0 7.5 -7.7 0.2007
H 0.73642 -1.43155 -0.69704 0.7 -6.0 -4.9 0.3850
H -2.92645 1.66429 -0.41076 -2.5 3.4 -0.8 0.2026
H -3.48700 -0.78457 0.50547 -3.3 -1.3 0.9 0.1930
N 0.80118 -0.82036 -0.04399 -4.9 3.8 3.6 -0.6204
N -0.93763 0.94419 -0.50735 0.4 -3.0 0.6 -0.4544
O 2.96305 -0.65716 -0.29557 3.5 -1.6 -1.1 -0.5549
O -1.56438 -1.11701 0.36788 2.8 1.9 -0.9 -0.3917
```
Forces are in eV/Å.



[4]
A molecular structure, C47H54N2OP2PdSSi, computed with ωB97M-V with the def2-TZVPD basis set.

Its expectation value of S² is 6.020. The calculation puts the gap between HOMO and LUMO (spin up / spin down) at 7.26 / 6.56 eV. The spin multiplicity is 5. As for the charge: +2.

XYZ file:
```
109
Properties=species:S:1:pos:R:3:forces:R:3:mulliken_charge:R:1
Pd -0.55238 0.01069 -0.16479 -0.1 0.3 0.0 2.0264
C -4.19190 0.35784 0.03982 0.0 0.1 -0.1 -1.5272
Si -2.84679 -0.89953 -0.23946 -0.1 -0.2 0.1 1.2182
C -3.26450 -2.45489 0.72319 0.1 -0.1 0.0 0.3011
C -4.59666 -2.74165 1.02145 0.0 0.0 0.0 -0.9386
C -4.95374 -3.92498 1.65865 0.0 0.0 0.0 -0.8756
C -3.98155 -4.84532 2.01608 0.0 0.0 0.0 -0.8545
C -2.64496 -4.57770 1.75077 0.0 0.0 0.0 -0.8937
C -2.29016 -3.38757 1.12283 -0.1 0.0 0.0 0.4648
P -0.53798 -2.99262 0.89001 0.0 -0.1 0.0 2.0186
C 0.00383 -2.09490 2.34348 -0.1 0.0 0.0 0.7574
C 1.36338 -1.82726 2.53580 0.0 0.0 0.0 -1.0824
C 1.77611 -1.10246 3.63949 0.0 0.0 0.0 -0.8721
C 0.83970 -0.61211 4.54343 0.0 0.0 0.0 -0.7992
C -0.51071 -0.86025 4.34987 0.0 0.0 0.0 -0.9518
C -0.93150 -1.60389 3.25710 0.0 0.0 0.0 -0.8350
C 0.34426 -4.53725 0.71552 0.0 0.1 0.0 0.0953
C 1.21796 -5.02262 1.68781 0.0 0.0 0.0 -0.4636
C 1.84947 -6.24203 1.49435 0.0 0.0 0.0 -0.7399
C 1.61245 -6.97400 0.33913 0.0 0.0 0.0 -0.6349
C 0.74009 -6.49363 -0.63039 0.0 0.0 0.0 -0.6298
C 0.10899 -5.27592 -0.44731 0.0 0.0 0.0 -0.3938
C -2.53034 -1.39972 -2.04198 0.1 0.1 -0.2 1.2042
C -3.02833 -2.61915 -2.51344 0.0 0.0 0.0 -0.6196
C -2.92575 -2.97130 -3.85173 0.0 0.0 0.0 -0.8882
C -2.35168 -2.09606 -4.76455 0.0 0.0 0.0 -1.1213
C -1.83147 -0.88844 -4.32674 0.0 0.0 0.0 -0.4542
C -1.87010 -0.56226 -2.97277 -0.1 0.1 0.1 -0.7633
P -1.09627 0.96231 -2.36025 0.3 -0.4 0.1 0.2387
C 0.52807 1.22540 -3.11416 0.1 0.1 0.0 2.1991
C 1.09594 0.40797 -4.08929 0.0 0.0 0.0 -0.9658
C 2.39472 0.63684 -4.52463 0.0 0.0 0.0 -0.8334
C 3.13753 1.68410 -4.00390 0.0 0.0 0.0 -0.8981
C 2.58407 2.50127 -3.02673 0.0 0.0 0.0 -1.1647
C 1.29898 2.26167 -2.57155 0.0 -0.1 0.0 -0.8427
C -2.20786 2.31426 -2.80277 -0.1 -0.1 -0.1 1.0520
C -1.79292 3.64309 -2.91435 -0.1 0.0 0.0 -0.5912
C -2.70495 4.62445 -3.26715 0.1 0.0 0.0 -0.8352
C -4.02979 4.29473 -3.51362 0.0 0.0 0.0 -0.6239
C -4.44245 2.97351 -3.42928 0.0 0.0 0.0 -0.9566
C -3.53796 1.98466 -3.07979 0.0 0.1 0.0 -0.4461
H -5.12211 0.09812 -0.47109 0.0 0.0 0.0 0.4676
H -3.89386 1.35287 -0.28397 0.0 0.1 0.0 0.4278
H -4.39012 0.40144 1.11256 0.0 0.0 0.0 0.4932
H -5.37623 -2.04291 0.74477 0.0 0.0 0.0 0.4123
H -5.99470 -4.12964 1.87016 0.0 0.0 0.0 0.4379
H -4.25845 -5.76736 2.50847 0.0 0.0 0.0 0.4377
H -1.88362 -5.28999 2.04280 0.0 0.0 0.0 0.5044
H 2.09128 -2.19611 1.82383 0.0 0.0 0.0 0.7698
H 2.83067 -0.92216 3.80187 0.0 0.0 0.0 0.6283
H 1.16707 -0.04568 5.40504 0.0 0.0 0.0 0.4769
H -1.23824 -0.48971 5.05900 0.0 0.0 0.0 0.4748
H -1.98490 -1.81513 3.12618 0.0 0.0 0.0 0.4524
H 1.38912 -4.46386 2.59930 0.0 0.0 0.0 0.4728
H 2.52038 -6.62532 2.25089 0.0 0.0 0.0 0.4682
H 2.10532 -7.92562 0.19430 0.0 0.0 0.0 0.4149
H 0.55452 -7.07014 -1.52622 0.0 0.0 0.0 0.4645
H -0.57437 -4.89832 -1.20086 0.0 0.0 0.0 0.4870
H -3.52875 -3.29244 -1.82753 0.0 0.0 0.0 0.5820
H -3.32328 -3.91887 -4.19067 0.0 0.0 0.0 0.4811
H -2.31305 -2.35122 -5.81479 0.0 0.0 0.0 0.4400
H -1.40409 -0.19968 -5.04465 -0.1 0.0 0.0 0.8732
H 0.53996 -0.41710 -4.50928 0.1 0.0 0.0 0.4400
H 2.82330 -0.00527 -5.28223 0.0 0.0 0.0 0.4864
H 4.14379 1.86249 -4.35771 0.0 0.0 0.0 0.4341
H 3.15872 3.32367 -2.61907 0.0 0.0 0.0 0.5012
H 0.90154 2.86481 -1.76514 -0.1 0.1 0.0 0.5556
H -0.76271 3.92048 -2.76448 0.1 0.0 0.1 0.4001
H -2.37513 5.64972 -3.36434 0.0 0.0 0.0 0.4554
H -4.73531 5.06524 -3.79285 0.0 0.0 0.0 0.4130
H -5.46703 2.70867 -3.65198 0.0 0.0 0.0 0.4624
H -3.86105 0.95373 -3.05696 0.0 0.0 0.1 0.4678
C 2.45499 4.84887 3.73859 0.0 0.0 0.0 -0.8116
C 1.22175 5.74676 3.70556 0.0 0.0 0.0 -0.4575
C 0.59570 5.95523 2.32750 0.0 0.0 0.0 -1.0361
C 0.06811 4.69349 1.65384 0.0 0.0 0.0 -0.7026
N 1.17434 3.92473 1.06322 0.1 0.0 0.0 0.0153
C 1.26533 2.60657 0.93391 -0.1 0.0 0.1 -0.3370
S -0.07336 1.61971 1.44481 0.1 -0.1 -0.1 -0.3265
N 2.38595 2.08199 0.46250 0.0 0.0 0.0 0.7427
C 2.69292 0.66219 0.26797 0.1 0.1 0.0 0.6689
C 4.19658 0.41906 0.36404 0.0 0.0 0.0 -1.3196
C 4.72575 0.23601 1.78557 0.0 0.0 0.0 -0.3775
C 4.44925 1.39908 2.73178 0.0 0.0 0.0 -1.0371
H 2.90922 4.86002 4.72835 0.0 0.0 0.0 0.4664
H 3.21658 5.19264 3.03240 0.0 0.0 0.0 0.2677
H 2.21622 3.80943 3.50704 0.0 0.0 0.0 -0.0182
H 1.48777 6.72787 4.10183 0.0 0.0 0.0 0.3407
H 0.46084 5.34477 4.38005 0.0 0.0 0.0 0.3051
H 1.30617 6.45476 1.65762 0.0 0.0 0.0 0.3755
H -0.24760 6.64088 2.42380 0.0 0.0 0.0 0.3816
H -0.64221 4.94346 0.86397 0.0 0.0 0.0 0.2757
H -0.44641 4.06540 2.38061 0.0 0.0 0.0 0.6072
H 2.00591 4.46679 0.86647 0.0 0.0 0.0 0.3040
H 3.10897 2.72621 0.16958 0.0 0.0 0.0 0.4091
H 2.31744 0.35306 -0.71062 0.0 0.1 0.0 -1.0276
H 2.16235 0.08878 1.02856 0.0 0.1 -0.1 -0.4326
H 4.73098 1.23502 -0.13763 0.0 0.0 0.0 0.4768
H 4.41842 -0.47764 -0.21776 0.0 0.0 0.0 0.4559
H 5.80200 0.06414 1.73079 0.0 0.0 0.0 0.4853
H 4.29447 -0.68053 2.19906 0.0 0.0 0.0 0.1451
H 4.83523 2.33927 2.32908 0.0 0.0 0.0 0.3254
H 4.93491 1.23766 3.69330 0.0 0.0 0.0 0.5019
H 3.38126 1.52420 2.92181 0.0 0.0 0.0 0.0211
C 1.12747 -2.08099 -1.63673 0.0 0.0 0.0 -1.1257
O 0.76546 -1.56664 -0.37048 -0.1 -0.1 0.0 0.2086
H 1.86394 -1.42251 -2.10201 0.0 0.0 -0.1 0.2782
H 0.26811 -2.18417 -2.30777 0.0 0.0 0.0 0.1738
H 1.58369 -3.06559 -1.50409 0.0 0.0 0.0 0.4157
```
Forces are in eV/Å.



[5]
A gas-phase ion, C22H28FN6O2 (charge +1), computed with ωB97M-V with the def2-TZVPD basis set.

The calculation puts the gap between HOMO and LUMO at 8.88 eV. Its structure (SMILES) is COCCn1nnnc1[C@@H](c1ccc(OC)cc1)[NH+]1CCN(c2ccccc2F)CC1. As for the charge: +1.

XYZ file:
```
59
Properties=species:S:1:pos:R:3:forces:R:3:nbo_charge:R:1
C 0.79123 0.38111 5.28465 0.0 0.1 0.1 -0.2472
H -0.14109 0.89253 5.05978 0.0 0.0 0.1 0.1999
H 1.57204 1.11389 5.51410 0.0 0.0 0.0 0.1771
H 0.65219 -0.27400 6.15060 0.0 0.0 0.0 0.1777
O 1.12086 -0.36586 4.13466 0.3 -0.4 -0.3 -0.5600
C 2.29619 -1.12495 4.29697 0.0 -0.1 0.0 -0.0674
C 2.52591 -1.92297 3.01354 -0.1 0.0 1.0 -0.2372
N 2.82685 -1.04494 1.91876 -0.8 0.7 -1.4 -0.1732
C 2.05044 -0.50094 0.95712 0.9 -0.2 0.1 0.3275
N 2.81587 0.27128 0.20765 -1.2 -0.2 -0.2 -0.3637
N 4.03562 0.19798 0.72060 0.9 0.6 -0.5 -0.0308
N 4.05990 -0.56438 1.72226 0.6 -0.7 1.1 -0.0340
C 0.59221 -0.63588 0.69795 -0.2 0.2 0.6 -0.0856
C -0.17803 0.36549 1.52631 -0.1 0.0 0.0 -0.1242
C 0.23030 1.69253 1.58885 0.0 -0.3 0.0 -0.1425
C -0.47119 2.61605 2.33891 -0.2 0.3 0.2 -0.3073
C -1.60497 2.22124 3.05086 0.1 -0.3 -0.2 0.3414
C -2.01505 0.88273 2.98195 -0.1 0.2 0.1 -0.2528
C -1.31100 -0.02952 2.23284 0.2 0.2 -0.1 -0.1624
H -1.63879 -1.05738 2.20215 -0.1 -0.2 0.0 0.2176
H -2.89062 0.58915 3.53739 -0.1 0.0 0.1 0.2417
O -2.35387 3.02461 3.82182 -0.1 -0.3 0.0 -0.4759
C -2.00470 4.38759 3.95420 0.1 0.3 0.0 -0.2586
H -2.04306 4.90456 2.99151 0.0 0.0 0.0 0.1840
H -2.74946 4.81511 4.62223 0.1 0.0 -0.1 0.2166
H -1.01172 4.50372 4.39709 0.0 0.0 0.0 0.1830
H -0.12354 3.63541 2.37125 0.0 0.1 0.0 0.2341
H 1.11350 2.01648 1.05637 0.1 0.1 0.0 0.2218
H 0.23044 -1.64799 0.90397 0.0 0.1 -0.2 0.2467
N 0.42756 -0.36124 -0.77781 0.2 0.2 0.1 -0.3688
H 1.04242 0.45294 -0.95192 -0.1 -0.1 0.0 0.4698
C -0.95390 -0.02598 -1.18696 -0.8 0.5 -0.4 -0.2333
C -0.95976 0.35424 -2.66565 -0.1 -0.1 0.2 -0.2283
N -0.46083 -0.76044 -3.43307 0.0 -0.1 0.2 -0.4516
C -0.95056 -0.99662 -4.72631 -0.2 0.0 -0.2 0.0577
C -0.13181 -1.10724 -5.84655 -0.1 0.1 0.1 -0.2314
C -0.66784 -1.39469 -7.09014 0.0 0.0 -0.1 -0.2004
C -2.03115 -1.56784 -7.24851 0.1 0.0 0.0 -0.1978
C -2.86771 -1.46437 -6.14952 0.0 0.1 0.2 -0.2782
C -2.32026 -1.19407 -4.91445 0.0 0.0 -0.1 0.4244
F -3.14167 -1.12604 -3.83396 0.1 0.0 -0.1 -0.3423
H -3.93316 -1.60560 -6.23334 -0.1 0.0 0.0 0.2392
H -2.44494 -1.78620 -8.21931 0.0 0.0 -0.1 0.2294
H -0.01113 -1.47449 -7.94198 0.1 0.0 -0.1 0.2267
H 0.93232 -0.95858 -5.75058 0.1 0.0 0.0 0.2162
C 0.90346 -1.06462 -3.09527 -0.2 -0.1 0.2 -0.2203
H 1.24918 -1.90780 -3.69372 0.1 0.0 0.1 0.2469
C 0.94314 -1.46687 -1.61840 0.5 -0.5 -0.7 -0.2313
H 1.96752 -1.69732 -1.32356 -0.1 0.1 0.1 0.2418
H 0.30682 -2.34014 -1.46019 0.0 0.1 0.1 0.2271
H 1.58557 -0.21302 -3.25854 0.0 -0.1 0.0 0.1888
H -1.97806 0.59528 -2.96422 0.1 0.0 0.1 0.2581
H -0.33758 1.25406 -2.81558 0.0 0.0 0.0 0.1821
H -1.32357 0.79639 -0.57416 0.1 -0.1 0.0 0.2509
H -1.58407 -0.90353 -1.03056 0.1 0.0 0.1 0.2307
H 1.62832 -2.49591 2.77389 0.1 0.0 0.0 0.2190
H 3.38059 -2.58868 3.14662 -0.2 0.0 -0.1 0.2496
H 3.15981 -0.47084 4.48797 -0.1 -0.1 0.0 0.1902
H 2.19483 -1.82344 5.13945 0.0 0.0 -0.1 0.1889
```
Forces are in eV/Å.



Table of ΔE to the lowest compared entry with this formula, charge and spin (kcal/mol), in record order: 23.67, 151.41, 98.30, 0.24, 0.00
Table of strongest force on any atom (eV/Å), in record order: 6.389, 0.578, 14.983, 0.454, 1.742